This record from OMol25 describes a single C7H15N molecule at a distorted geometry. The level of theory is the ωB97M-V functional and the def2-TZVPD basis.

Element x y z (Å)
H (-3.8171, -0.0229, -1.7168)
N (-2.9798, -0.5031, -1.3634)
C (-2.7180, -0.1621, -0.1562)
C (-1.4133, -0.8311, 0.6080)
C (-0.4847, 0.2697, 0.9561)
C (0.9451, 0.1561, 0.0523)
C (1.6194, -1.2147, 0.1666)
C (0.6648, 0.4830, -1.4147)
C (1.8860, 1.2181, 0.6398)
H (-3.3274, 0.5888, 0.3783)
H (-1.0787, -1.6494, -0.0279)
H (-1.8215, -1.2871, 1.5145)
H (-0.8770, 1.2787, 0.7994)
H (-0.1957, 0.1943, 2.0097)
H (1.7387, -1.5146, 1.2131)
H (2.6176, -1.2036, -0.2908)
H (1.0586, -1.9960, -0.3548)
H (1.5962, 0.5372, -1.9933)
H (0.1658, 1.4522, -1.5182)
H (0.0219, -0.2697, -1.8802)
H (2.1089, 1.0126, 1.6926)
H (2.8445, 1.2443, 0.1054)
H (1.4460, 2.2191, 0.5805)

Calculated values
* LUMO level: 0.035 Ha
* HOMO-LUMO gap: 10.72 eV
* SMILES: [H]/N=C/CCC(C)(C)C
* highest occupied orbital energy: -9.78 eV
* relative energy (zero: lowest compared OMol25 entry of this formula, charge and spin): 0.890 eV

=====

This record from OMol25 describes a molecular structure, H26NO11 at a distorted geometry. The level of theory is the ωB97M-V functional and the def2-TZVPD basis.

Element x y z (Å)
N (0.0681, -0.1232, 0.3810)
H (1.0541, -0.1132, 0.2360)
H (-0.3609, -0.7752, -0.0370)
H (-0.0829, 0.7938, 0.1470)
H (0.0041, 0.0778, 1.2840)
O (-1.3729, 2.2928, 2.5380)
H (-0.7759, 2.9338, 2.2090)
H (-1.6849, 2.7228, 3.3450)
O (-0.3749, -3.5462, -1.6430)
H (-0.9459, -2.7542, -1.6260)
H (-1.0279, -4.3592, -1.3190)
O (3.4311, -0.8602, 0.8720)
H (3.9881, -0.1632, 1.2430)
H (3.9661, -1.3272, 0.2690)
O (-2.5889, 1.5798, 0.1480)
H (-2.4249, 2.1228, 0.9460)
H (-2.7389, 0.6008, 0.4140)
O (1.9741, -2.2102, -1.5690)
H (1.1201, -2.6532, -1.5060)
H (1.8541, -1.3482, -1.7690)
O (-1.5369, -1.1082, -1.9910)
H (-2.5119, -0.9742, -1.7310)
H (-1.2079, -0.2202, -2.2950)
O (-2.6339, -1.3412, 0.4840)
H (-2.5749, -1.6652, 1.4780)
H (-2.4129, -2.1082, -0.0670)
O (1.4861, 0.5338, -1.8160)
H (0.6301, 0.9418, -2.0550)
H (2.3331, 0.9018, -2.2130)
O (-1.1919, 2.2518, -1.5360)
H (-1.7659, 3.0218, -1.6140)
H (-1.7419, 2.0378, -0.7190)
O (1.3291, 3.0508, 0.3080)
H (1.2191, 3.3988, 1.1810)
H (0.8981, 3.6518, -0.3870)
O (1.8131, -2.0162, 2.7770)
H (2.4061, -1.5562, 2.0680)
H (2.3821, -1.6922, 3.5640)

Calculated values
* LUMO level: -0.119 Ha
* charge: +1
* HOMO-LUMO gap: 10.01 eV
* highest occupied orbital energy: -13.24 eV
* relative energy (zero: lowest compared OMol25 entry of this formula, charge and spin): 3.707 eV

=====

This record from OMol25 describes a molecular structure, C40H36BrGaNO5Te. The level of theory is the ωB97M-V functional and the def2-TZVPD basis.

Element x y z (Å)
Ga (0.1573, -0.7669, 0.7832)
C (-1.9679, 5.5428, -0.7854)
C (-1.6425, 4.0734, -0.7093)
C (-2.4201, 3.1187, -1.3565)
C (-2.1267, 1.7668, -1.2975)
C (-3.1454, 0.8167, -1.8732)
O (-4.3172, 1.0471, -1.6728)
C (-2.7442, -0.3608, -2.7006)
C (-3.5745, -1.4797, -2.6983)
C (-3.2733, -2.5686, -3.5025)
C (-2.1661, -2.5242, -4.3426)
C (-1.3521, -1.3993, -4.3618)
C (-1.6268, -0.3263, -3.5256)
C (-1.0363, 1.3112, -0.5483)
O (-0.8642, -0.0089, -0.4908)
C (-0.2369, 2.2521, 0.1582)
C (-0.5843, 3.6171, 0.0480)
C (0.8874, 1.9143, 1.0388)
N (1.2921, 0.6909, 1.2676)
C (2.4715, 0.3577, 2.0893)
C (3.5595, -0.3249, 1.2594)
Te (4.5761, 0.9419, -0.1443)
C (3.3814, 0.4601, -1.8167)
C (3.5801, -0.7366, -2.5041)
C (2.8918, -0.9906, -3.6841)
C (2.0097, -0.0458, -4.1916)
C (1.7962, 1.1439, -3.5058)
C (2.4771, 1.3930, -2.3210)
C (1.5316, 3.0253, 1.8049)
C (2.4238, 3.9223, 1.2333)
C (2.9674, 4.9372, 2.0074)
C (2.6098, 5.0649, 3.3429)
C (1.7089, 4.1739, 3.9098)
C (1.1718, 3.1497, 3.1447)
H (-2.8646, 5.7147, -1.3801)
H (-1.1515, 6.1055, -1.2426)
H (-2.1416, 5.9595, 0.2081)
H (-3.3058, 3.4210, -1.9034)
H (-4.4543, -1.4785, -2.0684)
H (-3.9147, -3.4413, -3.4949)
H (-1.9481, -3.3615, -4.9949)
H (-0.5016, -1.3613, -5.0337)
H (-0.9853, 0.5471, -3.5261)
H (-0.0100, 4.3453, 0.6025)
H (2.1332, -0.3156, 2.8830)
H (2.8612, 1.2496, 2.5697)
H (3.1731, -1.1575, 0.6707)
H (4.3202, -0.7283, 1.9287)
H (4.3140, -1.4498, -2.1439)
H (3.0785, -1.9091, -4.2295)
H (1.5019, -0.2258, -5.1309)
H (1.1153, 1.8880, -3.9008)
H (2.3182, 2.3324, -1.8000)
H (2.7037, 3.8272, 0.1901)
H (3.6703, 5.6324, 1.5643)
H (3.0305, 5.8631, 3.9421)
H (1.4221, 4.2753, 4.9491)
H (0.4623, 2.4527, 3.5793)
Br (-3.4729, -5.9941, 3.3659)
C (-3.2331, -4.2218, 3.9820)
C (-3.9136, -3.7864, 5.1073)
C (-3.7352, -2.4815, 5.5484)
C (-2.8920, -1.6200, 4.8675)
C (-2.2081, -2.0735, 3.7444)
C (-2.3745, -3.3795, 3.2993)
C (-1.3303, -1.1243, 3.0062)
O (-1.4095, 0.0812, 3.1026)
O (-0.4082, -1.6992, 2.2239)
H (-4.5800, -4.4592, 5.6301)
H (-4.2651, -2.1397, 6.4284)
H (-2.7581, -0.5951, 5.1895)
H (-1.8512, -3.7290, 2.4222)
C (0.9843, -3.7395, -2.0874)
C (2.0457, -4.0556, -1.0214)
C (1.4481, -3.4729, 0.2356)
O (0.8669, -2.2230, -0.2579)
C (0.3191, -2.4494, -1.6228)
H (0.2511, -4.5415, -2.1501)
H (1.4295, -3.6160, -3.0723)
H (2.9878, -3.5549, -1.2459)
H (2.2371, -5.1225, -0.9273)
H (2.1539, -3.2108, 1.0186)
H (0.6434, -4.0792, 0.6522)
H (0.5855, -1.5702, -2.1939)
H (-0.7628, -2.5158, -1.5381)

Calculated values
* LUMO level: -0.115 Ha
* charge: +1
* HOMO-LUMO gap: 7.67 eV
* highest occupied orbital energy: -10.80 eV
* relative energy (zero: lowest compared OMol25 entry of this formula, charge and spin): 0.000 eV

=====

This record from OMol25 describes a single C18H25NO7 molecule at a distorted geometry. The level of theory is the ωB97M-V functional and the def2-TZVPD basis.

Element x y z (Å)
C (-3.4213, -1.2910, -4.8452)
C (-2.1315, -2.0754, -5.0310)
O (-1.1660, -1.7280, -4.0319)
C (-0.4442, -0.6290, -4.2352)
O (-0.5134, 0.0676, -5.2089)
C (0.5151, -0.3925, -3.0651)
C (0.8800, 1.0911, -2.9684)
C (2.2203, 1.3388, -2.2796)
C (2.2842, 0.8758, -0.8236)
C (1.3417, 1.6511, 0.0933)
C (1.5099, 1.2197, 1.5457)
O (0.6217, 1.9948, 2.3318)
C (0.5380, 1.7803, 3.6533)
C (1.2882, 0.8372, 4.3628)
C (1.1192, 0.7040, 5.7245)
C (0.2039, 1.5069, 6.3946)
N (0.0345, 1.3620, 7.8077)
O (-0.7709, 2.0849, 8.3603)
O (0.7058, 0.5232, 8.3769)
C (-0.5497, 2.4521, 5.6989)
C (-0.3825, 2.5851, 4.3435)
C (-0.1696, -0.9087, -1.8119)
O (-1.0028, -0.3009, -1.1940)
O (0.2731, -2.1246, -1.4922)
C (-0.3717, -2.7868, -0.4011)
C (-1.6486, -3.4749, -0.8582)
H (-3.2359, -0.2304, -4.9957)
H (-4.1591, -1.6263, -5.5682)
H (-3.8117, -1.4407, -3.8415)
H (-1.7036, -1.8789, -6.0191)
H (-2.2963, -3.1468, -4.9011)
H (1.4014, -1.0059, -3.2566)
H (0.0783, 1.6093, -2.4412)
H (0.9239, 1.4905, -3.9836)
H (3.0054, 0.8275, -2.8419)
H (2.4321, 2.4091, -2.3182)
H (2.0527, -0.1897, -0.7656)
H (3.3096, 1.0051, -0.4668)
H (0.3040, 1.4798, -0.1920)
H (1.5437, 2.7207, 0.0193)
H (2.5446, 1.3837, 1.8775)
H (1.2717, 0.1526, 1.6494)
H (2.0039, 0.2081, 3.8588)
H (1.6910, -0.0192, 6.2857)
H (-1.2538, 3.0643, 6.2408)
H (-0.9505, 3.3052, 3.7773)
H (-0.5950, -2.0503, 0.3782)
H (0.3593, -3.5103, -0.0344)
H (-2.3575, -2.7335, -1.2177)
H (-1.4298, -4.1714, -1.6635)
H (-2.0918, -4.0153, -0.0267)

Calculated values
* LUMO level: -0.007 Ha
* HOMO-LUMO gap: 8.97 eV
* SMILES: CCOC(=O)C(CCCCCOc1ccc([N+](=O)[O-])cc1)C(=O)OCC
* highest occupied orbital energy: -9.15 eV
* relative energy (zero: lowest compared OMol25 entry of this formula, charge and spin): 1.141 eV